55
Properties=species:S:1:pos:R:3 method="wB97M-V/def2-TZVPD" spin_multiplicity=1 charge=-1 smiles="CC(=O)[C@@H](c1ccccc1)[C@H](/C=C/N1c2ccccc2C[C@@H]1C(=O)[O-])c1ccccc1" homo_lumo_gap_ev=6.2608 de_lowest_kcal_mol=0.0 lumo_ev=2.7 max_force_ev_per_a=2.0
C -2.664 -2.110 -1.483
C -1.525 -1.187 -1.845
O -1.693 -0.203 -2.549
C -0.130 -1.562 -1.241
C 0.755 -2.055 -2.382
C 0.842 -1.373 -3.600
C 1.590 -1.920 -4.652
C 2.327 -3.090 -4.451
C 2.330 -3.709 -3.197
C 1.527 -3.202 -2.175
C 0.490 -0.528 -0.308
C -0.348 0.682 0.006
C -1.592 0.558 0.543
N -2.155 1.370 1.493
C -1.495 2.236 2.346
C -0.126 2.446 2.454
C 0.330 3.279 3.480
C -0.566 3.805 4.420
C -1.940 3.543 4.334
C -2.408 2.761 3.284
C -3.770 2.251 2.969
C -3.510 1.138 1.940
C -3.387 -0.309 2.560
O -3.590 -1.220 1.724
O -3.034 -0.277 3.751
C 1.977 -0.202 -0.551
C 2.947 -1.155 -0.218
C 4.305 -0.862 -0.353
C 4.698 0.427 -0.739
C 3.733 1.371 -1.101
C 2.374 1.029 -1.068
H -2.737 -2.259 -0.394
H -3.591 -1.655 -1.845
H -2.516 -3.092 -1.960
H -0.312 -2.439 -0.596
H 0.305 -0.433 -3.733
H 1.579 -1.420 -5.622
H 2.899 -3.525 -5.274
H 2.937 -4.592 -3.002
H 1.501 -3.682 -1.195
H 0.500 -1.072 0.664
H 0.123 1.665 -0.082
H -2.288 -0.217 0.208
H 0.558 1.938 1.781
H 1.393 3.493 3.553
H -0.182 4.414 5.240
H -2.644 3.923 5.076
H -4.386 3.021 2.481
H -4.317 1.894 3.847
H -4.204 1.102 1.096
H 2.635 -2.143 0.128
H 5.047 -1.638 -0.143
H 5.757 0.688 -0.756
H 4.024 2.375 -1.415
H 1.627 1.724 -1.450

15
Properties=species:S:1:pos:R:3 method="wB97M-V/def2-TZVPD" spin_multiplicity=1 charge=+1 homo_lumo_gap_ev="7.7937 / 7.7948" de_lowest_kcal_mol=35.0 lumo_ev="-5.4 / -5.4" max_force_ev_per_a=4.5
C 0.223 -0.724 1.439
C 0.099 -1.006 -0.935
C -0.449 0.585 1.637
C 0.452 0.869 -0.649
N 0.054 -1.328 0.265
N -0.379 1.260 0.392
N -0.184 -1.514 -2.130
Cl -1.567 2.398 0.091
Br 2.357 0.813 -0.093
H 0.798 -1.103 2.248
H -1.505 0.432 1.966
H 0.095 1.135 2.460
H 0.215 1.553 -1.482
H 0.004 -0.838 -2.929
H -0.212 -2.532 -2.280

50
Properties=species:S:1:pos:R:3 method="wB97M-V/def2-TZVPD" spin_multiplicity=1 charge=0 homo_lumo_gap_ev=7.3796 de_lowest_kcal_mol=6.0 lumo_ev=-0.9 max_force_ev_per_a=0.5
Au -0.598 0.022 0.184
Cl 2.310 -3.815 -5.819
C 1.600 -3.182 -4.386
C 0.524 -2.300 -4.461
Cl -0.089 -1.829 -5.996
C -0.060 -1.797 -3.303
Cl -1.394 -0.715 -3.383
C 0.411 -2.161 -2.033
O -0.116 -1.749 -0.911
C 1.512 -3.036 -1.988
Cl 2.128 -3.457 -0.427
C 2.094 -3.550 -3.136
Cl 3.438 -4.617 -3.018
N -0.111 -1.337 1.638
C 0.767 -0.857 2.674
C 1.949 -1.529 2.931
C 2.800 -1.046 3.912
C 2.460 0.101 4.613
C 1.284 0.775 4.324
C 0.411 0.312 3.342
C -0.808 1.080 2.976
C -1.498 1.760 3.984
C -2.557 2.601 3.695
C -2.943 2.793 2.379
C -2.303 2.103 1.358
C -1.259 1.241 1.658
H 0.273 -2.111 1.083
H -1.021 -1.610 2.007
H 2.196 -2.420 2.368
H 3.728 -1.561 4.119
H 3.125 0.487 5.374
H 1.051 1.696 4.841
H -1.193 1.613 5.012
H -3.076 3.108 4.498
H -3.750 3.470 2.135
H -2.615 2.237 0.332
Br 4.016 -0.416 -2.212
C 2.980 1.165 -2.338
C 3.575 2.332 -2.783
C 2.802 3.479 -2.889
C 1.460 3.453 -2.553
C 0.871 2.278 -2.092
C 1.639 1.125 -1.990
C -0.602 2.340 -1.780
O -1.256 3.295 -2.134
O -1.201 1.344 -1.157
H 4.623 2.340 -3.049
H 3.253 4.397 -3.242
H 0.842 4.335 -2.641
H 1.212 0.185 -1.671

20
Properties=species:S:1:pos:R:3 method="wB97M-V/def2-TZVPD" spin_multiplicity=1 charge=+1 homo_lumo_gap_ev=6.3226 de_lowest_kcal_mol=103.2 lumo_ev=-7.4 max_force_ev_per_a=4.8
C -2.529 0.316 0.843
C -1.503 0.095 -0.267
C -0.041 0.376 0.161
C 1.017 0.107 -0.821
C 2.443 0.085 -0.384
N 2.833 -0.380 0.912
N -1.541 -1.279 -0.811
H -2.724 1.384 0.990
H -2.195 -0.068 1.812
H -3.498 -0.079 0.530
H -1.738 0.868 -1.009
H -0.022 1.445 0.428
H 0.199 -0.173 1.078
H -2.218 -1.356 -1.559
H 1.020 0.569 -1.817
H 2.769 1.126 -0.555
H 3.062 -0.471 -1.107
H 2.611 -1.336 1.128
H 2.692 0.241 1.686
H -0.638 -1.471 -1.237

67
Properties=species:S:1:pos:R:3 method="wB97M-V/def2-TZVPD" spin_multiplicity=1 charge=-1 homo_lumo_gap_ev=9.3539 de_lowest_kcal_mol=118.7 lumo_ev=1.8 max_force_ev_per_a=9.4
B -0.369 1.282 -0.459
F 0.850 1.355 0.289
F -0.085 0.644 -1.678
F -1.224 0.414 0.157
F -0.842 2.553 -0.670
O -4.031 4.232 -3.041
H -4.474 5.005 -2.689
H -3.611 3.830 -2.280
O 3.251 4.151 0.701
H 2.890 3.442 0.168
H 2.992 4.951 0.243
C -5.904 0.401 -0.423
O -7.117 0.584 -0.449
N -5.354 -0.637 -0.882
N -5.093 1.123 0.173
H -4.353 -0.771 -0.861
H -5.925 -1.365 -1.286
H -5.329 2.066 0.446
H -4.130 0.838 0.279
C 3.720 -2.428 -0.124
O 4.300 -3.472 -0.007
N 2.654 -2.150 -0.807
N 3.874 -1.386 0.673
H 2.296 -2.931 -1.338
H 2.146 -1.278 -0.781
H 3.271 -0.577 0.644
H 4.748 -1.421 1.178
C 2.590 3.843 -3.754
O 3.378 4.829 -3.750
N 1.329 3.942 -3.558
N 2.961 2.580 -3.654
H 0.707 3.173 -3.354
H 0.976 4.883 -3.456
H 2.261 1.855 -3.589
H 3.915 2.357 -3.410
C -1.648 -3.396 -4.693
O -1.036 -3.914 -3.819
N -2.132 -4.019 -5.734
N -2.118 -2.162 -4.686
H -2.077 -5.021 -5.624
H -2.647 -3.450 -6.391
H -2.600 -1.841 -5.514
H -1.671 -1.508 -4.060
C 0.989 -1.546 5.182
O 0.912 -2.378 6.102
N 2.144 -1.003 4.909
N -0.064 -1.147 4.531
H 2.962 -1.355 5.386
H 2.163 -0.327 4.159
H -0.934 -1.570 4.820
H -0.062 -0.442 3.807
C 1.568 3.887 5.188
O 1.210 3.826 6.353
N 0.757 3.704 4.179
N 2.765 4.070 4.706
H -0.194 3.488 4.444
H 1.032 3.369 3.267
H 2.777 4.025 3.698
H 3.508 4.402 5.305
C -0.253 -5.512 1.195
O 0.083 -6.095 2.210
N -0.654 -4.230 1.202
N -0.286 -6.005 0.005
H -0.470 -3.692 2.037
H -0.848 -3.886 0.273
H -0.819 -5.525 -0.706
H 0.376 -6.663 -0.383